Here is a molecular structure, C39H40CaIN4O4S3Se from the Open Molecules 2025 dataset. Energies are from the ωB97M-V functional and the def2-TZVPD basis.

Computed properties:
- LUMO: 1.810 eV
- Frontier orbital gap: 4.6 eV
- Max |F|: 0.739 eV Å⁻¹
- Charge: -1
- Energy relative to the best compared isomer or geometry (same formula, charge and spin): 1.075 eV

Last column: Mulliken charge in e.
Element x y z (Å)
Ca: 0.21848 0.33186 0.83270  0.326
I: 3.92828 -0.34528 1.30017  0.186
C: 4.23648 1.70856 0.88031  -0.525
C: 5.54676 2.08601 0.75709  -0.411
C: 5.87188 3.44801 0.58098  -0.800
C: 4.87110 4.37773 0.58384  -0.761
C: 3.51401 3.99439 0.72580  1.345
C: 2.50423 4.98337 0.79890  -0.991
C: 1.20417 4.61326 0.98431  -1.006
C: 0.85522 3.24485 1.04376  -0.121
C: 1.76487 2.20487 0.93464  -0.340
C: 3.13636 2.61150 0.83094  -0.158
H: 6.33700 1.34732 0.82041  0.651
H: 6.91037 3.74252 0.48548  0.385
H: 5.10390 5.43587 0.50228  0.340
H: 2.79236 6.02842 0.73945  0.324
H: 0.43048 5.36927 1.08089  0.432
H: -0.19907 3.01813 1.22504  0.544
O: -1.13983 -1.27459 -0.09011  0.597
S: -2.56938 -1.42225 -0.53551  0.379
C: -2.58172 -2.90996 -1.62621  -1.161
C: -1.35363 -3.77792 -1.38860  -0.194
C: -0.13606 -3.23078 -2.13260  0.367
C: 1.15635 -3.98534 -1.87239  -1.036
S: 2.01307 -3.37378 -0.35681  -0.030
O: 1.54095 -1.98077 -0.13720  -0.230
C: 1.18181 -4.39616 0.86815  0.475
C: 1.30484 -5.77947 0.82030  -0.471
C: 0.65305 -6.54935 1.77151  -0.609
C: -0.09660 -5.93267 2.76850  -0.613
C: -0.16959 -4.54835 2.83352  -0.339
C: 0.48121 -3.77194 1.88412  -0.424
C: -3.49112 -2.19248 0.79559  0.568
C: -4.84315 -2.43970 0.58409  -0.539
C: -5.60822 -2.95266 1.61649  -0.746
C: -5.02340 -3.19300 2.85515  -0.567
C: -3.67902 -2.92375 3.05803  -1.144
C: -2.90119 -2.41329 2.02391  -0.256
H: -2.60266 -2.52654 -2.65042  0.575
H: -3.51249 -3.43406 -1.41901  0.585
H: -1.56025 -4.79964 -1.71992  0.664
H: -1.15475 -3.82239 -0.31641  -0.232
H: 0.02221 -2.19522 -1.84230  -0.795
H: -0.33797 -3.23282 -3.20771  0.565
H: 1.87795 -3.80267 -2.67040  0.420
H: 1.01632 -5.06251 -1.75661  0.488
H: 1.90243 -6.25300 0.04770  0.461
H: 0.72956 -7.62907 1.73594  0.384
H: -0.61965 -6.53713 3.49995  0.388
H: -0.73852 -4.06751 3.61998  0.487
H: 0.43649 -2.68999 1.91560  0.375
H: -5.29812 -2.21626 -0.37736  0.485
H: -6.66555 -3.13385 1.46824  0.382
H: -5.63289 -3.55647 3.67451  0.365
H: -3.23746 -3.06071 4.03838  0.447
H: -1.87246 -2.12676 2.18665  0.705
Se: -1.55758 0.65459 2.93856  -0.965
O: -5.07629 0.25451 2.94459  -0.387
C: -5.37107 1.60558 2.69308  -0.491
N: -4.45500 2.16590 1.72119  0.048
C: -4.77948 2.49682 0.45557  0.309
O: -5.91904 2.67752 0.03190  -0.741
C: -3.57382 2.64328 -0.42758  0.486
C: -3.49792 3.57411 -1.44600  -0.634
C: -2.32900 3.64920 -2.18897  -0.977
C: -1.28072 2.78703 -1.89661  -0.021
N: -1.36012 1.84976 -0.94635  1.000
C: -2.49485 1.78645 -0.24303  -0.432
H: -4.10148 0.18414 3.12838  0.148
H: -5.30451 2.19887 3.60800  0.232
H: -6.37732 1.66324 2.29108  0.428
H: -3.46504 1.99359 1.96646  -0.191
H: -4.33736 4.23441 -1.63507  0.472
H: -2.22102 4.37450 -2.98592  0.466
H: -0.34551 2.83627 -2.43857  -0.077
H: -2.53602 1.03918 0.54999  0.079
C: 5.65794 0.64475 -1.79796  -1.588
C: 4.41806 1.36651 -2.20911  0.984
C: 4.35613 2.68646 -2.52126  -0.764
C: 3.10036 3.21172 -2.90581  1.069
N: 2.03697 2.45488 -3.07437  -0.464
C: 2.10516 1.12052 -2.84452  -0.229
S: 0.87708 0.05002 -3.18819  -0.307
N: 3.29261 0.63168 -2.33112  0.187
C: 2.93813 4.67636 -3.15192  -1.321
H: 6.44279 1.35284 -1.54279  0.344
H: 6.00545 0.01423 -2.62052  0.496
H: 5.45995 0.00570 -0.93305  0.209
H: 5.23077 3.31689 -2.44331  0.331
H: 3.27786 -0.33635 -2.04802  0.134
H: 3.86767 5.12688 -3.50417  0.392
H: 2.66144 5.15327 -2.21033  0.182
H: 2.13734 4.84879 -3.86797  0.404